1.
The following is a DFT calculation (ωB97M-V/def2-TZVPD) of C29H36N2O5 in the gas phase.

Atoms and positions in Å:
C -6.266 -3.629 1.793
C -5.423 -2.780 0.851
C -4.260 -3.587 0.268
O -3.490 -2.847 -0.653
C -2.625 -1.899 -0.201
C -2.296 -1.662 1.122
C -1.395 -0.661 1.464
C -0.809 0.110 0.482
C 0.179 1.197 0.840
C 1.589 0.729 0.629
C 2.175 1.498 -0.319
O 3.414 1.365 -0.785
C 4.146 0.349 -0.248
C 5.446 0.186 -0.723
C 6.263 -0.814 -0.234
C 7.655 -0.967 -0.760
C 5.777 -1.685 0.760
C 6.644 -2.776 1.305
C 4.491 -1.516 1.225
C 3.651 -0.509 0.742
C 2.283 -0.368 1.278
O 1.817 -1.074 2.156
C 1.222 2.551 -0.776
O 1.386 3.411 -1.615
N 0.103 2.348 -0.035
C -1.094 3.129 -0.230
C -1.620 3.775 1.057
C -2.708 2.921 1.715
N -3.783 2.622 0.783
C -4.679 3.743 0.594
C -4.514 1.429 1.157
C -1.106 -0.137 -0.856
C -2.009 -1.121 -1.211
O -2.374 -1.423 -2.483
C -1.796 -0.697 -3.549
C -2.378 -1.243 -4.843
H -5.666 -3.989 2.626
H -6.676 -4.490 1.269
H -7.091 -3.044 2.192
H -5.034 -1.910 1.383
H -6.036 -2.415 0.025
H -3.631 -3.996 1.069
H -4.652 -4.424 -0.317
H -2.733 -2.250 1.912
H -1.146 -0.503 2.501
H 0.027 1.492 1.886
H 5.796 0.865 -1.484
H 7.867 -0.218 -1.518
H 7.791 -1.955 -1.198
H 8.380 -0.863 0.046
H 6.110 -3.347 2.059
H 7.545 -2.361 1.755
H 6.954 -3.453 0.510
H 4.087 -2.166 1.987
H -0.821 3.892 -0.962
H -1.892 2.503 -0.642
H -0.801 3.926 1.762
H -2.025 4.758 0.817
H -3.082 3.437 2.617
H -2.275 1.970 2.028
H -5.199 4.029 1.523
H -5.426 3.479 -0.153
H -4.121 4.602 0.230
H -5.259 1.218 0.391
H -3.825 0.588 1.207
H -5.030 1.529 2.125
H -0.619 0.457 -1.615
H -2.028 0.373 -3.450
H -0.703 -0.820 -3.543
H -2.151 -2.302 -4.933
H -1.958 -0.712 -5.692
H -3.458 -1.122 -4.842

Results
E_LUMO in eV: 0.0
Frontier orbital gap in eV: 7.950
Energy above the lowest of the compared OMol25 structures with the same formula, charge and spin in eV: 2.534
Maximum force in eV/Å: 1.3
Electronic energy in eV: -43875.3028
SMILES string: CCCOc1ccc([C@H]2c3c(oc4cc(C)c(C)cc4c3=O)C(=O)N2CCCN(C)C)cc1OCC

=====

2.
The following is a DFT calculation (ωB97M-V/def2-TZVPD) of a molecular structure, C29H36N3P2RhS3Sb.

Atoms and positions in Å:
Rh 1.015 1.171 -0.426
C 4.840 2.189 1.553
C 4.443 3.033 2.578
C 3.104 3.331 2.709
C 2.178 2.791 1.815
N 2.573 1.952 0.842
C 3.875 1.671 0.717
C 0.736 3.048 1.870
C 0.208 3.940 2.809
C -1.150 4.161 2.886
C -1.981 3.465 2.020
C -1.449 2.591 1.086
C -0.078 2.361 0.951
H 5.876 1.925 1.397
H 5.166 3.451 3.267
H 2.766 3.980 3.501
H 4.131 0.998 -0.090
H 0.865 4.472 3.483
H -1.556 4.855 3.611
H -3.055 3.603 2.071
H -2.148 2.056 0.472
S 2.333 2.092 -5.225
Sb 2.845 2.294 -3.034
S 2.696 0.197 -1.862
S 1.145 3.207 -1.660
C -0.471 -0.131 2.605
P 0.443 -0.536 1.082
C -0.830 -1.573 0.253
N -1.462 -2.487 0.947
C -2.292 -3.319 0.269
C -3.005 -4.318 0.972
C -3.783 -5.200 0.279
C -3.883 -5.126 -1.132
C -3.213 -4.163 -1.829
C -2.411 -3.229 -1.132
N -1.796 -2.234 -1.820
C -1.071 -1.383 -1.137
P -0.326 0.061 -2.037
C 0.360 -0.862 -3.453
C -1.752 0.942 -2.927
C -2.783 -0.007 -3.552
C -2.469 1.878 -1.978
C -1.136 1.776 -4.060
C 1.738 -1.733 1.714
C 2.551 -0.990 2.786
C 2.653 -2.143 0.564
C 1.159 -2.999 2.351
H -0.780 -1.055 3.090
H -1.349 0.457 2.350
H 0.142 0.468 3.277
H -2.897 -4.358 2.048
H -4.330 -5.973 0.802
H -4.505 -5.843 -1.650
H -3.277 -4.071 -2.905
H -0.476 -1.357 -3.942
H 1.080 -1.598 -3.109
H 0.876 -0.182 -4.130
H -3.285 -0.642 -2.827
H -2.357 -0.641 -4.328
H -3.542 0.619 -4.029
H -2.917 1.349 -1.135
H -3.275 2.384 -2.516
H -1.777 2.638 -1.616
H -0.679 1.158 -4.831
H -0.390 2.483 -3.700
H -1.946 2.340 -4.531
H 2.880 -0.001 2.467
H 3.445 -1.576 3.011
H 1.983 -0.882 3.711
H 3.136 -1.290 0.094
H 2.106 -2.686 -0.213
H 3.429 -2.810 0.949
H 0.443 -2.787 3.144
H 1.990 -3.557 2.793
H 0.675 -3.645 1.621

Results
E_LUMO (alpha / beta) in eV: -1.0 / -1.5
Frontier orbital gap (alpha / beta) in eV: 6.049 / 6.097
Energy above the lowest of the compared OMol25 structures with the same formula, charge and spin in eV: 0.493
Maximum force in eV/Å: 0.7
Multiplicity: 2
Expectation value of S²: 0.76
Electronic energy in eV: -95760.5759

=====

3.
The following is a DFT calculation (ωB97M-V/def2-TZVPD) of a molecular structure, C29H36N4PdSSb.

Atoms and positions in Å:
Pd -1.274 0.032 -0.169
N -1.314 2.762 0.648
C -0.564 3.419 -0.367
C -0.343 4.770 -0.312
C 0.398 5.455 -1.294
C 0.890 4.771 -2.361
C 0.689 3.375 -2.461
C 1.178 2.650 -3.568
C 0.974 1.306 -3.637
C 0.312 0.678 -2.570
N -0.142 1.315 -1.508
C -0.010 2.675 -1.445
H -2.306 2.758 0.438
H -1.168 3.216 1.540
H -0.770 5.328 0.513
H 0.547 6.522 -1.203
H 1.440 5.275 -3.146
H 1.705 3.180 -4.352
H 1.320 0.711 -4.470
H 0.157 -0.395 -2.582
C -2.762 -1.112 0.665
C -3.501 -0.170 -0.153
C -3.184 -0.113 -1.529
C -3.624 0.965 -2.320
C -4.370 1.969 -1.759
C -4.705 1.917 -0.391
C -4.270 0.886 0.398
H -2.610 -2.113 0.269
H -2.966 -1.061 1.729
H -2.707 -0.964 -2.007
H -3.381 0.984 -3.374
H -4.718 2.793 -2.366
H -5.314 2.702 0.039
H -4.517 0.856 1.452
N -1.789 -4.049 -1.936
C -0.463 -3.851 -1.685
N 0.082 -2.682 -1.595
C 1.437 -2.817 -1.286
C 2.345 -1.772 -1.121
C 3.673 -2.064 -0.858
C 4.112 -3.382 -0.737
C 3.221 -4.433 -0.873
C 1.894 -4.134 -1.146
S 0.567 -5.235 -1.391
H -2.276 -3.269 -2.347
H -2.076 -4.952 -2.273
H 2.016 -0.746 -1.211
H 4.385 -1.256 -0.746
H 5.154 -3.586 -0.534
H 3.552 -5.458 -0.778
C 2.000 1.869 1.812
C 2.158 0.352 1.902
Sb 0.254 -0.594 1.722
C 0.629 -2.666 2.106
C 2.073 -2.988 2.474
C -0.593 -0.053 3.610
C 0.343 -0.288 4.792
H 2.968 2.368 1.883
H 1.375 2.254 2.622
H 1.539 2.166 0.868
H 2.599 0.049 2.851
H 2.795 -0.030 1.107
H 0.313 -3.214 1.217
H -0.051 -2.932 2.918
H 2.761 -2.715 1.674
H 2.191 -4.057 2.661
H 2.382 -2.461 3.378
H -1.497 -0.658 3.706
H -0.909 0.990 3.557
H 0.674 -1.327 4.841
H -0.156 -0.061 5.735
H 1.230 0.343 4.735

Results
E_LUMO in eV: -2.7
Frontier orbital gap in eV: 8.005
Energy above the lowest of the compared OMol25 structures with the same formula, charge and spin in eV: 0.000
Maximum force in eV/Å: 0.4
Net charge: +1
Electronic energy in eV: -57466.4651

=====

4.
The following is a DFT calculation (ωB97M-V/def2-TZVPD) of C29H36N6O2 in the gas phase.

Atoms and positions in Å:
C -2.207 -4.626 -1.243
C -2.215 -3.322 -2.037
C -2.552 -3.596 -3.502
C -0.868 -2.595 -1.956
C -0.480 -2.143 -0.549
N -1.480 -1.264 0.038
C -2.239 -1.686 1.108
O -2.087 -2.787 1.598
C -3.246 -0.721 1.586
C -4.117 -1.131 2.594
C -5.108 -0.290 3.053
C -5.249 0.971 2.490
C -4.396 1.401 1.492
C -3.374 0.568 1.047
N -2.470 0.920 0.055
C -2.190 2.061 -0.679
C -2.733 3.425 -0.440
C -1.780 4.499 -0.985
C -0.483 4.452 -0.179
O -0.380 4.984 0.909
N 0.508 3.768 -0.784
C 1.700 3.337 -0.081
C 2.857 3.195 -1.067
C 4.083 2.601 -0.378
N 3.743 1.307 0.174
C 4.890 0.539 0.620
C 4.509 -0.901 0.845
C 5.022 -1.624 1.912
C 4.669 -2.950 2.098
C 3.793 -3.565 1.221
C 3.275 -2.850 0.154
C 3.633 -1.528 -0.035
C 2.745 1.455 1.215
C 1.456 1.987 0.603
N -1.281 1.787 -1.564
N -0.903 0.499 -1.447
C -1.598 -0.012 -0.472
H -1.387 -5.263 -1.569
H -2.103 -4.437 -0.178
H -3.140 -5.163 -1.397
H -2.993 -2.668 -1.624
H -2.575 -2.670 -4.073
H -3.524 -4.077 -3.587
H -1.805 -4.253 -3.943
H -0.080 -3.255 -2.322
H -0.894 -1.713 -2.599
H -0.382 -2.991 0.129
H 0.464 -1.594 -0.591
H -3.989 -2.127 2.991
H -5.777 -0.613 3.834
H -6.037 1.628 2.828
H -4.539 2.374 1.054
H -2.842 3.584 0.636
H -3.714 3.528 -0.915
H -2.240 5.477 -0.841
H -1.589 4.332 -2.043
H 0.244 3.190 -1.575
H 1.922 4.099 0.673
H 3.105 4.166 -1.499
H 2.548 2.523 -1.870
H 4.883 2.469 -1.112
H 4.445 3.297 0.402
H 5.343 0.956 1.538
H 5.647 0.580 -0.171
H 5.702 -1.146 2.604
H 5.075 -3.502 2.933
H 3.513 -4.597 1.370
H 2.591 -3.327 -0.534
H 3.234 -0.959 -0.861
H 2.564 0.475 1.664
H 3.091 2.141 2.011
H 0.691 2.097 1.374
H 1.104 1.275 -0.147

Results
E_LUMO in eV: 0.1
Frontier orbital gap in eV: 8.683
Energy above the lowest of the compared OMol25 structures with the same formula, charge and spin in eV: 0.236
Maximum force in eV/Å: 1.2
Electronic energy in eV: -43695.2552
SMILES string: CC(C)CCn1c(=O)c2ccccc2n2c(CCC(=O)NC3CCN(Cc4ccccc4)CC3)nnc12

=====

5.
The following is a DFT calculation (ωB97M-V/def2-TZVPD) of 7 unconnected molecules or ions with the total composition C29H36O28S7.

Atoms and positions in Å:
C 0.339 2.616 -1.367
C 0.478 1.596 -2.460
O 0.554 1.955 -3.613
O 0.509 0.277 -2.127
C 1.823 -0.293 -2.282
C 2.702 0.015 -1.094
C 3.337 1.250 -0.999
C 4.182 1.578 0.061
S 4.992 3.147 0.105
C 4.410 0.648 1.068
C 3.787 -0.584 0.972
C 2.933 -0.924 -0.084
C 2.343 -2.306 -0.058
O 1.199 -2.551 -0.367
C 3.301 -3.359 0.411
C 3.350 -4.635 -0.128
C 4.302 -5.525 0.353
C 5.192 -5.161 1.358
C 5.133 -3.894 1.927
C 4.178 -3.013 1.441
C 4.041 -1.637 2.008
O 4.095 -1.405 3.197
H 1.255 3.201 -1.325
H 0.183 2.175 -0.384
H -0.481 3.280 -1.631
H 2.296 0.059 -3.204
H 1.667 -1.361 -2.402
H 3.181 1.961 -1.803
H 4.282 3.784 -0.837
H 5.051 0.851 1.917
H 2.661 -4.937 -0.906
H 4.371 -6.522 -0.064
H 5.947 -5.847 1.720
H 5.799 -3.556 2.710
O 2.620 0.520 -9.506
S 1.500 1.268 -9.058
O 0.462 1.653 -9.945
O 2.044 2.565 -8.287
C 1.530 2.596 -6.946
C 1.325 1.145 -6.585
O 0.844 0.539 -7.797
H 0.584 3.142 -6.951
H 2.234 3.094 -6.284
H 0.610 1.015 -5.780
H 2.269 0.664 -6.316
O -1.319 -0.257 -0.825
S -2.469 0.439 -0.369
O -2.756 1.757 -0.824
O -2.473 0.426 1.231
C -3.697 -0.161 1.717
C -4.110 -1.132 0.637
O -3.773 -0.459 -0.591
H -4.430 0.628 1.837
H -3.526 -0.647 2.673
H -5.167 -1.364 0.674
H -3.533 -2.058 0.686
O -6.822 -0.108 5.557
S -6.107 0.762 4.698
O -6.036 0.534 3.297
O -4.625 0.938 5.272
C -4.345 2.325 5.511
C -5.695 2.934 5.825
O -6.599 2.264 4.933
H -3.914 2.751 4.602
H -3.637 2.429 6.329
H -5.723 4.006 5.654
H -6.004 2.721 6.850
O -7.874 -4.136 -0.591
S -7.747 -3.045 0.303
O -6.602 -2.887 1.129
O -9.062 -2.974 1.208
C -9.688 -1.690 1.076
C -9.323 -1.233 -0.321
O -7.970 -1.675 -0.493
H -9.273 -1.025 1.836
H -10.761 -1.780 1.220
H -9.384 -0.155 -0.441
H -9.942 -1.719 -1.078
O 5.028 -7.379 5.347
S 5.293 -6.269 6.191
O 6.487 -6.178 6.950
O 4.034 -6.065 7.159
C 3.499 -4.743 7.006
C 3.819 -4.366 5.576
O 5.126 -4.918 5.350
H 4.002 -4.084 7.716
H 2.431 -4.747 7.208
H 3.828 -3.291 5.412
H 3.126 -4.833 4.873
O 1.824 5.307 -2.155
S 2.902 5.835 -2.913
O 4.240 5.743 -2.448
O 2.564 7.350 -3.284
C 2.587 7.533 -4.708
C 2.196 6.182 -5.268
O 2.841 5.241 -4.397
H 3.601 7.811 -5.002
H 1.898 8.321 -4.996
H 2.529 6.038 -6.292
H 1.118 6.019 -5.209

Results
E_LUMO in eV: -0.6
Frontier orbital gap in eV: 8.135
Maximum force in eV/Å: 1.7
Electronic energy in eV: -163827.8914
SMILES string: CC(=O)OCc1cc(S)cc2c1C(=O)c1ccccc1C2=O.O=S1(=O)OCCO1.O=S1(=O)OCCO1.O=S1(=O)OCCO1.O=S1(=O)OCCO1.O=S1(=O)OCCO1.O=S1(=O)OCCO1

=====

6.
The following is a DFT calculation (ωB97M-V/def2-TZVPD) of 5 unconnected molecules or ions with the total composition C29H37BCl2FN5O4P.

Atoms and positions in Å:
C 4.175 2.922 1.130
O 4.445 1.680 0.443
C 3.247 0.875 0.266
B 2.619 0.280 1.690
P 3.992 -0.075 3.044
N 5.284 -0.820 2.372
O 1.977 -1.071 1.610
C 0.863 -0.870 2.548
C -0.179 -2.076 2.755
C -0.240 -2.404 4.345
O 0.790 -2.551 5.056
F -1.495 -2.591 5.048
C 0.318 0.530 1.873
C -1.041 1.167 2.426
Cl -0.779 1.856 4.131
C -1.762 2.192 1.424
C -1.015 3.633 1.378
Cl -2.062 1.513 -0.263
O 1.564 1.288 2.050
H 3.092 3.308 0.986
H 4.956 3.714 0.801
H 4.341 2.779 2.261
H 3.560 -0.071 -0.333
H 2.423 1.380 -0.360
H 3.430 -1.008 3.981
H 4.404 1.137 3.729
H 5.141 -0.925 1.356
H 1.179 -0.478 3.588
H 0.215 -3.020 2.243
H -1.214 -1.795 2.343
H 0.207 0.291 0.742
H -1.780 0.282 2.569
H -2.814 2.393 1.871
H -0.488 3.704 0.347
H -0.172 3.729 2.154
H -1.806 4.477 1.466
N -1.445 -1.507 -2.927
C -0.743 -1.133 -1.842
C 0.217 -1.927 -1.232
C 0.465 -3.183 -1.767
C -0.247 -3.596 -2.885
C -1.182 -2.727 -3.425
H -0.976 -0.143 -1.458
H 0.755 -1.574 -0.360
H 1.206 -3.835 -1.317
H -0.079 -4.570 -3.328
H -1.761 -3.003 -4.300
N -3.031 6.062 3.011
C -1.924 6.712 3.408
C -1.874 7.547 4.512
C -3.034 7.729 5.251
C -4.193 7.072 4.863
C -4.139 6.255 3.746
H -1.044 6.541 2.797
H -0.952 8.044 4.787
H -3.035 8.376 6.122
H -5.116 7.191 5.417
H -5.018 5.716 3.405
N -4.091 -4.253 -4.858
C -5.078 -4.663 -4.045
C -6.421 -4.634 -4.387
C -6.768 -4.151 -5.640
C -5.768 -3.719 -6.499
C -4.455 -3.791 -6.065
H -4.756 -5.030 -3.075
H -7.175 -4.981 -3.691
H -7.809 -4.111 -5.944
H -6.004 -3.335 -7.484
H -3.637 -3.469 -6.702
N 4.697 -1.656 -2.139
C 4.182 -2.895 -2.123
C 4.317 -3.800 -3.164
C 5.023 -3.404 -4.291
C 5.565 -2.127 -4.334
C 5.377 -1.298 -3.240
H 3.636 -3.157 -1.222
H 3.882 -4.790 -3.095
H 5.150 -4.083 -5.127
H 6.121 -1.784 -5.198
H 5.784 -0.292 -3.224

Results
E_LUMO in eV: 2.2
Frontier orbital gap in eV: 5.989
Maximum force in eV/Å: 6.3
Net charge: -1
Electronic energy in eV: -84039.6475

=====

Among the records above, which one has the lowest maximum force? C29H36N4PdSSb

=====

Which of these has the lowest electronic energy? C29H36O28S7

=====

Look up the electronic energy of the third one. -57466.4651 eV